{
  "formula": "C5H14",
  "method": "ωB97M-V with the def2-TZVPD basis set",
  "species": ["C", "C", "C", "H", "H", "H", "H", "H", "H", "H", "H", "C", "C", "H", "H", "H", "H", "H", "H"],
  "positions_angstrom": [[1.1713, 1.6512, -0.1240], [0.0292, 1.6075, 1.0284], [0.3829, 0.8931, 2.3179], [1.2840, 2.6958, -0.5739], [0.7603, 0.8432, -0.9636], [2.0879, 1.2057, 0.2288], [-0.1274, 2.5962, 1.4303], [-0.8642, 1.2899, 0.4123], [1.3837, 1.3631, 2.5893], [-0.1793, 1.2109, 3.1789], [0.5676, -0.1345, 2.2655], [-0.2659, -2.1926, -0.9995], [-1.5222, -1.6564, -1.8951], [0.6103, -2.0784, -1.8380], [0.1717, -1.4459, -0.2243], [-0.3807, -3.2387, -0.7992], [-1.4571, -0.5634, -1.7206], [-1.2688, -1.9056, -2.8558], [-2.3833, -2.1412, -1.4572]],
  "forces_ev_per_angstrom": [[-2.6, -1.4, -1.1], [0.2, 0.3, -1.9], [2.3, 2.0, -0.1], [0.0, -1.7, 0.6], [1.3, 2.4, 1.8], [0.5, 0.3, 0.1], [-0.4, 0.7, -0.7], [0.5, 0.2, 1.5], [-0.7, -0.7, -0.3], [-0.9, -0.3, 0.1], [-0.1, -1.7, 0.0], [2.2, 2.9, -3.5], [2.0, 0.7, 4.7], [-1.6, -0.7, 2.1], [-1.4, -1.7, -0.7], [0.2, -0.3, 0.8], [-0.8, -0.6, -0.5], [-0.1, -0.6, -2.4], [-0.6, 0.4, -0.5]],
  "lowdin_charge": [-0.11, -0.32, -0.14, 0.08, 0.09, 0.03, 0.08, 0.10, 0.09, 0.06, 0.04, -0.16, -0.14, 0.09, 0.06, 0.03, 0.05, 0.01, 0.05],
  "e_homo_ev": -11.05,
  "de_lowest_kj_mol": 192.2,
  "e_tot_ha": -198.81596,
  "lumo_energy_ev": 1.091
}

=====

{
  "formula": "C5H14",
  "method": "ωB97M-V with the def2-TZVPD basis set",
  "species": ["C", "C", "C", "H", "H", "H", "H", "H", "H", "H", "H", "C", "C", "H", "H", "H", "H", "H", "H"],
  "positions_angstrom": [[-1.7661, 0.9325, -0.5267], [-0.6430, 0.0368, -1.1099], [-0.3621, 0.3336, -2.5894], [-2.0552, 1.6896, -1.2569], [-1.4643, 1.4352, 0.3895], [-2.6535, 0.3252, -0.3615], [0.2676, 0.1157, -0.5247], [-0.9514, -1.0066, -1.0168], [0.5445, 0.9298, -2.6947], [-0.1091, -0.5764, -3.1456], [-1.2131, 0.7631, -3.1124], [1.8298, -0.0935, 2.1243], [0.7426, -1.1477, 1.8446], [1.8862, 0.6028, 1.2894], [1.6438, 0.4556, 3.0465], [2.8005, -0.5762, 2.2423], [0.7236, -1.9091, 2.6254], [1.0139, -1.6402, 0.9143], [-0.2345, -0.6703, 1.8624]],
  "forces_ev_per_angstrom": [[0.3, -0.3, -0.4], [-0.6, 0.0, -0.2], [0.7, -0.8, -0.1], [0.1, 0.1, 0.1], [-0.1, 0.0, 0.1], [-0.1, 0.1, 0.3], [0.1, 0.1, 0.0], [0.0, 0.0, 0.1], [-0.3, 0.5, -0.1], [-0.1, -0.1, 0.2], [0.0, 0.3, 0.1], [-0.2, -0.5, 0.1], [0.8, 0.3, 0.7], [0.1, 0.2, 0.1], [-0.1, 0.1, 0.0], [0.1, 0.1, -0.1], [0.1, 0.0, 0.0], [-0.6, 0.0, -0.2], [-0.1, -0.2, -0.5]],
  "lowdin_charge": [-0.11, -0.31, -0.12, 0.06, 0.06, 0.06, 0.06, 0.09, 0.07, 0.06, 0.06, -0.17, -0.17, 0.05, 0.06, 0.06, 0.06, 0.06, 0.06],
  "e_homo_ev": -11.25,
  "de_lowest_kj_mol": 31.0,
  "e_tot_ha": -198.87735,
  "lumo_energy_ev": 1.115
}

=====

{
  "formula": "C5H14",
  "method": "ωB97M-V with the def2-TZVPD basis set",
  "species": ["C", "C", "C", "H", "H", "H", "H", "H", "H", "H", "H", "C", "C", "H", "H", "H", "H", "H", "H"],
  "positions_angstrom": [[1.6527, -0.0109, 1.6321], [1.6563, 0.7853, 0.3431], [1.5714, 0.0343, -0.9781], [1.5895, 0.7327, 2.4285], [2.5215, -0.6641, 1.7089], [0.8040, -0.6820, 1.7739], [0.8395, 1.5135, 0.2674], [2.5282, 1.4450, 0.3395], [0.5805, -0.4025, -1.1079], [1.8429, 0.6157, -1.8583], [2.2393, -0.8311, -1.1061], [-2.0243, -0.8892, 0.0953], [-2.5019, 0.1979, -0.9530], [-2.7303, -0.9683, 0.9089], [-1.7778, -1.7882, -0.4635], [-1.0515, -0.5242, 0.4242], [-3.2695, 0.7969, -0.4646], [-2.7956, -0.2502, -1.8937], [-1.6750, 0.8894, -1.0966]],
  "forces_ev_per_angstrom": [[-0.5, 0.1, 0.0], [0.0, 0.6, -1.0], [0.4, -1.2, -0.4], [0.4, -0.4, 0.3], [0.3, 0.3, 0.2], [-0.2, 0.1, -0.3], [-0.2, -0.2, 0.6], [0.2, -0.2, 0.0], [-0.1, 0.2, -0.2], [-0.4, 0.5, 0.1], [0.1, 0.1, 0.6], [0.6, 1.4, -1.7], [0.5, -0.4, 1.5], [0.0, -0.5, 0.1], [-0.5, -0.5, 0.4], [-0.2, -0.2, 0.7], [-0.4, -0.1, -0.5], [-0.3, 0.2, -0.1], [0.1, 0.0, -0.4]],
  "lowdin_charge": [-0.12, -0.33, -0.13, 0.07, 0.07, 0.06, 0.10, 0.10, 0.05, 0.07, 0.07, -0.14, -0.15, 0.06, 0.06, 0.02, 0.06, 0.05, 0.04],
  "e_homo_ev": -11.21,
  "de_lowest_kj_mol": 47.6,
  "e_tot_ha": -198.87104,
  "lumo_energy_ev": 1.160
}

=====

{
  "formula": "C5H14",
  "method": "ωB97M-V with the def2-TZVPD basis set",
  "species": ["C", "C", "C", "H", "H", "H", "H", "H", "H", "H", "H", "C", "C", "H", "H", "H", "H", "H", "H"],
  "positions_angstrom": [[2.1497, 0.3842, -1.7266], [1.3285, -0.7040, -1.0567], [-0.0606, -0.9062, -1.6530], [1.5205, 1.2731, -1.7736], [3.0573, 0.6060, -1.1770], [2.4189, 0.0765, -2.7396], [1.8052, -1.6845, -0.9404], [1.1195, -0.4864, 0.0040], [-0.1262, -1.4401, -2.5980], [-0.7011, -1.4005, -0.9295], [-0.5278, 0.0520, -1.9378], [-1.0673, 0.6134, 1.6156], [-2.1953, 0.5089, 2.6710], [-0.3390, -0.1759, 1.7385], [-1.4255, 0.5849, 0.5939], [-0.6176, 1.5931, 1.7206], [-2.7259, 1.4600, 2.6978], [-1.7858, 0.3348, 3.6628], [-2.9103, -0.2709, 2.4100]],
  "forces_ev_per_angstrom": [[-0.3, -0.6, 0.0], [-0.7, -0.6, 1.0], [-0.4, 0.6, -0.6], [0.2, 0.2, -0.1], [0.2, 0.1, 0.1], [0.0, 0.2, 0.0], [0.4, 0.2, -0.6], [0.3, 0.5, -0.3], [0.4, -0.5, 0.0], [-0.2, -0.1, 0.0], [0.1, 0.0, 0.5], [-0.7, 0.2, 0.6], [0.3, 0.2, -0.8], [0.3, -0.1, 0.0], [-0.3, -0.2, -0.2], [0.6, 0.0, 0.1], [-0.2, -0.1, 0.1], [0.0, -0.1, 0.0], [0.0, -0.1, 0.2]],
  "lowdin_charge": [-0.11, -0.33, -0.14, 0.07, 0.06, 0.07, 0.10, 0.08, 0.06, 0.06, 0.07, -0.17, -0.16, 0.05, 0.05, 0.06, 0.06, 0.06, 0.06],
  "e_homo_ev": -11.12,
  "de_lowest_kj_mol": 22.2,
  "e_tot_ha": -198.88069,
  "lumo_energy_ev": 1.144
}

=====

{
  "formula": "C5H14",
  "method": "ωB97M-V with the def2-TZVPD basis set",
  "species": ["C", "C", "C", "H", "H", "H", "H", "H", "H", "H", "H", "C", "C", "H", "H", "H", "H", "H", "H"],
  "positions_angstrom": [[-0.2716, 1.6233, -0.5880], [0.1819, 2.2373, 0.7692], [0.3024, 1.0985, 1.8412], [0.2491, 2.0279, -1.4652], [-0.2951, 0.5432, -0.6413], [-1.2726, 1.9720, -0.8793], [-0.6033, 2.9063, 1.0898], [1.1681, 2.6376, 0.5698], [-0.5174, 1.2690, 2.5423], [1.2142, 1.0597, 2.4403], [0.2584, 0.0920, 1.4209], [-0.2838, -2.5614, -1.5765], [0.1860, -1.9143, -0.2645], [-0.4922, -1.7966, -2.3252], [0.6119, -3.1036, -1.8804], [-1.2025, -3.1278, -1.4731], [0.3842, -2.6000, 0.5592], [-0.5432, -1.2444, 0.2181], [0.9254, -1.1187, -0.3572]],
  "forces_ev_per_angstrom": [[-0.9, 1.2, -0.8], [0.3, -2.5, -0.7], [-0.2, 0.5, 0.2], [0.6, -0.3, 0.4], [0.2, 0.0, 0.1], [-0.2, -0.3, 0.5], [0.5, 0.7, 0.1], [-0.1, 0.8, 0.4], [0.0, -0.6, 0.1], [0.1, 0.6, -0.1], [-0.4, 0.3, 0.0], [1.0, 1.0, 0.7], [-1.5, 1.3, 1.0], [0.1, 0.1, 0.0], [-0.6, -0.6, -0.6], [0.2, -0.5, 0.1], [0.6, -0.3, -0.4], [-0.8, -0.6, -0.4], [0.9, -0.8, -0.4]],
  "lowdin_charge": [-0.12, -0.25, -0.10, 0.07, 0.02, 0.07, 0.09, 0.09, 0.07, 0.06, 0.02, -0.14, -0.20, 0.06, 0.06, 0.06, 0.07, 0.04, 0.06],
  "e_homo_ev": -11.17,
  "de_lowest_kj_mol": 94.0,
  "e_tot_ha": -198.85334,
  "lumo_energy_ev": 1.156
}

=====

{
  "formula": "C5H14",
  "method": "ωB97M-V with the def2-TZVPD basis set",
  "species": ["C", "C", "C", "H", "H", "H", "H", "H", "H", "H", "H", "C", "C", "H", "H", "H", "H", "H", "H"],
  "positions_angstrom": [[-1.0836, 2.5238, 0.7435], [-1.8502, 1.9357, -0.4249], [-1.2347, 0.6852, -1.0123], [-1.5294, 3.4872, 1.0099], [-1.1961, 1.8552, 1.5898], [-0.0297, 2.6638, 0.5137], [-2.8803, 1.7427, -0.1166], [-2.0275, 2.6589, -1.2353], [-1.1007, -0.0945, -0.2556], [-1.6424, 0.2701, -1.9300], [-0.1895, 0.8716, -1.3110], [1.5710, -2.4406, 0.9669], [2.3774, -2.5040, -0.3310], [0.8390, -3.2654, 1.0073], [2.1441, -2.6188, 1.8659], [0.9693, -1.5379, 1.0485], [1.9223, -1.8667, -1.0815], [3.3756, -2.0874, -0.2212], [2.4556, -3.5150, -0.7065]],
  "forces_ev_per_angstrom": [[-0.5, 0.2, -0.3], [-0.9, 0.2, -1.0], [1.7, -0.3, 0.1], [0.2, -0.1, 0.1], [0.2, -0.1, 0.3], [0.1, 0.0, 0.0], [0.0, -0.3, 0.3], [0.5, 0.1, 0.2], [-0.5, -0.1, -0.1], [-0.7, 0.0, 0.2], [-0.1, 0.3, 0.1], [-0.8, -1.0, -0.1], [0.0, 0.6, 0.3], [0.1, 0.3, -0.3], [0.4, 0.4, 0.2], [0.3, 0.2, 0.2], [-0.3, -0.2, -0.3], [0.2, -0.1, 0.2], [0.1, -0.2, -0.1]],
  "lowdin_charge": [-0.12, -0.34, -0.14, 0.07, 0.07, 0.07, 0.10, 0.10, 0.06, 0.07, 0.07, -0.17, -0.16, 0.06, 0.05, 0.05, 0.05, 0.06, 0.06],
  "e_homo_ev": -11.20,
  "de_lowest_kj_mol": 25.4,
  "e_tot_ha": -198.87949,
  "lumo_energy_ev": 1.107
}